{
  "formula": "C19H44NO2P2V",
  "method": "ωB97M-V with the def2-TZVPD basis set",
  "gap_ev": [7.743, 7.396],
  "homo_ev": [-10.5013, -10.4884],
  "s_squared": 3.781,
  "total_charge": 1,
  "spin_multiplicity": 4,
  "lumo_ev": [-2.8, -3.1],
  "symbols": ["V", "P", "P", "N", "C", "H", "H", "C", "H", "H", "C", "H", "H", "C", "H", "H", "C", "C", "H", "H", "H", "C", "C", "H", "H", "H", "C", "C", "H", "H", "H", "C", "C", "H", "H", "H", "C", "O", "C", "H", "H", "H", "C", "H", "H", "H", "C", "H", "H", "H", "C", "H", "H", "H", "H", "H", "H", "H", "H", "H", "C", "C", "O", "H", "H", "H", "H", "H", "H"],
  "xyz": [[-0.00630, -0.78507, -0.22770], [-1.35643, -0.16732, -1.99915], [1.12123, -1.11943, 1.77653], [-0.60195, -2.88710, -0.37891], [-1.96799, -1.90668, -2.21981], [-3.00729, -1.83862, -2.56424], [-1.36569, -2.33757, -3.03119], [-1.94822, -2.83464, -1.01766], [-2.65976, -2.51958, -0.22983], [-2.26908, -3.84071, -1.34392], [-0.62652, -3.34245, 1.04304], [-0.71543, -4.44276, 1.10213], [-1.54883, -2.92915, 1.49416], [0.62545, -2.91427, 1.78885], [1.48811, -3.45839, 1.38206], [0.50342, -3.20437, 2.83964], [0.58069, -0.49326, 3.45320], [0.62685, 1.03641, 3.54440], [0.28896, 1.33313, 4.54737], [-0.04589, 1.50610, 2.81651], [1.64045, 1.43313, 3.39868], [2.97708, -1.12966, 1.70915], [3.61348, 0.23427, 2.01249], [4.70398, 0.14106, 1.89602], [3.42204, 0.56330, 3.04413], [3.27192, 1.01317, 1.31279], [-0.39988, 0.22341, -3.53988], [-0.02103, 1.70624, -3.64581], [0.68829, 1.82543, -4.48061], [0.47376, 2.06601, -2.72963], [-0.89166, 2.34086, -3.87250], [-2.91431, 0.86430, -1.95533], [-2.64915, 2.30385, -1.49720], [-3.59832, 2.85983, -1.52764], [-1.93194, 2.82298, -2.14949], [-2.27866, 2.33433, -0.46436], [-1.26595, 0.08584, 0.80567], [-2.04667, 0.71963, 1.44681], [3.64322, -2.23698, 2.53613], [3.51567, -2.07187, 3.61168], [3.26712, -3.23383, 2.28767], [4.72056, -2.22228, 2.32188], [-1.03514, -0.28135, -4.84220], [-0.33429, -0.09649, -5.66717], [-1.24256, -1.35524, -4.81918], [-1.96323, 0.25194, -5.07281], [-3.73289, 0.83675, -3.25188], [-4.72036, 1.27233, -3.04105], [-3.27345, 1.44544, -4.04232], [-3.90170, -0.17874, -3.62940], [1.30193, -1.14531, 4.63776], [2.33041, -0.77828, 4.75114], [0.75861, -0.87691, 5.55512], [1.31617, -2.23968, 4.57864], [-0.48192, -0.80111, 3.47878], [-3.49598, 0.35737, -1.16109], [3.14706, -1.34703, 0.63670], [0.53602, -0.34131, -3.36242], [-0.13776, -3.64150, -0.86188], [0.65177, 0.61720, -0.47121], [0.90425, 4.38153, 0.95976], [0.90365, 3.47898, -0.24307], [1.06019, 2.17643, 0.33888], [0.15450, 4.03023, 1.67022], [0.68508, 5.38886, 0.63155], [1.88206, 4.35280, 1.44658], [-0.06740, 3.48136, -0.77900], [1.72779, 3.68526, -0.95482], [1.97187, 1.82917, 0.21823]],
  "mulliken_spin": [2.91, -0.12, -0.14, -0.05, 0.04, 0.00, 0.01, 0.04, 0.00, 0.00, 0.01, 0.00, -0.01, 0.05, 0.01, 0.00, 0.02, 0.00, 0.00, 0.00, 0.00, 0.03, 0.00, 0.00, 0.00, 0.00, 0.03, -0.01, 0.00, 0.01, 0.00, 0.02, -0.01, 0.00, 0.00, 0.00, 0.13, 0.22, 0.01, 0.00, 0.00, 0.00, 0.00, 0.00, 0.00, 0.00, 0.00, 0.00, 0.00, 0.00, 0.00, 0.00, 0.00, 0.00, 0.00, 0.00, 0.02, 0.01, 0.01, -0.21, 0.00, 0.00, -0.03, 0.00, 0.00, 0.00, 0.00, 0.00, 0.01]
}

---

{
  "formula": "C19H44O3PS",
  "method": "ωB97M-V with the def2-TZVPD basis set",
  "gap_ev": 7.422,
  "homo_ev": -12.0080,
  "total_charge": 1,
  "lumo_ev": -4.6,
  "symbols": ["C", "C", "O", "O", "C", "C", "C", "C", "C", "S", "P", "O", "H", "H", "H", "H", "H", "H", "H", "H", "H", "H", "H", "H", "H", "H", "H", "H", "C", "C", "C", "C", "C", "C", "H", "H", "H", "H", "H", "H", "H", "H", "H", "H", "H", "H", "H", "H", "C", "C", "C", "C", "C", "C", "H", "H", "H", "H", "H", "H", "H", "H", "H", "H", "H", "H", "H", "H"],
  "xyz": [[-0.05414, -2.32318, 4.85199], [-0.44904, -1.09828, 3.90711], [0.40069, -0.19815, 3.69311], [-1.72792, -0.93246, 3.27392], [-2.72832, -0.59553, 4.29204], [-4.24343, -0.87168, 3.78676], [-4.45127, -2.32043, 3.10692], [-4.83317, -3.48788, 4.13983], [-3.59627, -4.06174, 4.98239], [-2.71803, -5.48815, 4.10394], [-1.81356, -4.77622, 2.27457], [-2.83037, -4.96681, 1.11837], [1.03862, -2.27717, 5.19297], [-0.69686, -2.22185, 5.80946], [-0.33996, -3.31334, 4.36512], [-2.67799, 0.52333, 4.57963], [-2.51771, -1.16888, 5.26154], [-4.42157, -0.10723, 2.93691], [-5.02747, -0.63313, 4.58253], [-3.57923, -2.58502, 2.40878], [-5.36718, -2.20305, 2.41062], [-5.67990, -3.13101, 4.83430], [-5.22062, -4.36953, 3.49751], [-4.01763, -4.54539, 5.94461], [-2.83221, -3.28549, 5.31465], [-1.64775, -5.85840, 4.94360], [-0.61947, -5.48420, 1.90056], [-1.60042, -3.36505, 2.45372], [0.51985, -2.04726, 0.47351], [1.96994, -1.83043, 0.06398], [2.30343, -0.36586, -0.22467], [1.53390, 0.26248, -1.39053], [1.68610, -0.44971, -2.73551], [3.11695, -0.45842, -3.25599], [-0.17088, -1.77173, -0.32670], [0.34923, -3.10420, 0.70853], [0.27262, -1.45922, 1.36086], [2.20561, -2.45609, -0.80110], [2.61504, -2.17467, 0.88009], [3.37927, -0.28270, -0.41177], [2.10946, 0.22672, 0.67640], [1.86425, 1.30189, -1.50001], [0.46902, 0.31253, -1.13821], [1.05303, 0.05992, -3.46955], [1.31274, -1.47679, -2.66996], [3.49694, 0.56067, -3.36789], [3.15828, -0.94351, -4.23406], [3.78639, -1.00515, -2.58729], [1.12306, 6.58908, -3.05945], [1.35651, 5.09721, -2.86344], [2.68056, 4.60839, -3.45405], [2.81790, 4.76574, -4.97165], [1.73585, 4.07411, -5.80181], [1.71823, 2.56165, -5.62981], [1.05244, 6.85055, -4.11787], [0.18642, 6.88934, -2.58229], [1.93170, 7.17343, -2.61263], [0.51784, 4.53510, -3.28389], [1.36245, 4.88687, -1.78812], [2.81669, 3.55502, -3.18358], [3.50424, 5.14942, -2.97502], [3.79791, 4.37606, -5.27055], [2.82942, 5.83052, -5.22710], [1.91291, 4.30131, -6.85835], [0.74918, 4.48263, -5.56222], [2.68378, 2.12702, -5.90267], [0.95448, 2.11809, -6.27334], [1.48947, 2.27593, -4.59977]],
  "mulliken_charge": [-0.63, 0.66, -0.51, -0.08, -0.52, -0.77, -0.15, -0.67, -0.18, -0.03, 0.59, -0.56, 0.36, 0.31, -0.06, 0.30, 0.27, 0.36, 0.34, -0.02, 0.33, 0.37, 0.30, 0.42, 0.00, 0.31, 0.23, 0.07, -0.53, -0.67, -0.89, -0.24, -0.49, -1.17, 0.30, 0.07, 0.08, 0.34, 0.41, 0.38, 0.35, 0.07, 0.34, 0.37, 0.35, 0.16, 0.38, 0.38, -1.32, -0.29, -0.26, -0.79, -0.40, -0.85, 0.29, 0.39, 0.31, 0.26, 0.38, -0.10, 0.41, 0.39, 0.31, 0.34, 0.25, 0.31, 0.41, -0.04]
}

---

{
  "formula": "C19H45AlF9N4O3S",
  "method": "ωB97M-V with the def2-TZVPD basis set",
  "gap_ev": 7.074,
  "homo_ev": -4.9543,
  "total_charge": -1,
  "lumo_ev": 2.1,
  "symbols": ["C", "C", "N", "C", "Al", "C", "C", "C", "F", "F", "C", "F", "F", "S", "F", "F", "F", "F", "F", "H", "H", "H", "H", "H", "H", "H", "H", "H", "H", "H", "H", "C", "C", "C", "O", "C", "N", "H", "H", "H", "H", "H", "H", "H", "H", "H", "H", "H", "C", "C", "C", "O", "C", "N", "H", "H", "H", "H", "H", "H", "H", "H", "H", "H", "H", "C", "C", "C", "O", "C", "N", "H", "H", "H", "H", "H", "H", "H", "H", "H", "H", "H"],
  "xyz": [[4.90914, 1.83588, 0.89775], [3.81695, 2.89210, 0.69046], [3.18791, 2.94854, -0.42191], [3.50503, 3.79782, 1.84114], [2.28578, 5.42932, 1.60684], [0.82357, 5.10255, 0.23313], [0.04702, 3.78396, 0.37113], [-1.00816, 3.77958, 1.46426], [-1.29513, 5.02822, 1.93165], [-0.65149, 3.03715, 2.55206], [-2.41888, 3.28069, 1.02755], [-2.85299, 4.03795, 0.00717], [-3.29242, 3.40658, 2.03787], [-2.55909, 1.46828, 0.44256], [-4.10075, 1.73650, 0.08468], [-2.99033, 0.97629, 1.90127], [-1.05631, 1.12162, 0.79455], [-2.14282, 1.85468, -1.03424], [-2.75592, -0.03117, -0.05745], [5.50733, 1.76586, -0.01478], [5.54668, 2.09129, 1.74239], [4.40371, 0.88783, 1.08550], [3.55840, 2.24314, -1.06308], [3.12286, 3.18653, 2.67232], [4.47101, 4.17731, 2.20547], [3.17773, 6.71621, 1.12975], [1.65748, 5.76071, 3.07708], [0.14331, 5.95430, 0.13212], [1.36864, 5.01980, -0.71248], [-0.42172, 3.49851, -0.57307], [0.75689, 2.99042, 0.61758], [0.41359, -2.90848, 1.18419], [0.73705, -1.59651, 1.89311], [1.59514, -0.62801, 1.07198], [2.96384, -0.98424, 0.98272], [3.27616, -1.96353, 0.01576], [1.31975, -1.89020, 3.20566], [1.26031, -3.59548, 1.20678], [-0.41882, -3.40544, 1.68253], [0.13668, -2.73755, 0.14162], [-0.21039, -1.07859, 2.06904], [1.58345, 0.34500, 1.56980], [1.17373, -0.48061, 0.06866], [2.64216, -1.86704, -0.87155], [3.18315, -2.97802, 0.41293], [4.31403, -1.81179, -0.28199], [1.39488, -1.02975, 3.73967], [2.27921, -2.19282, 3.06060], [-7.50787, -1.51642, 3.08084], [-6.39799, -1.06390, 2.13694], [-6.89126, -0.32891, 0.88545], [-7.48098, -1.15708, -0.10076], [-8.83560, -1.48609, 0.11584], [-5.54261, -2.20931, 1.81717], [-8.00294, -2.41692, 2.71533], [-7.08909, -1.75427, 4.05828], [-8.26234, -0.73786, 3.21130], [-5.77874, -0.34333, 2.68004], [-6.02363, 0.12564, 0.40398], [-7.58039, 0.48400, 1.15281], [-9.38133, -0.64815, 0.56235], [-8.95026, -2.36446, 0.75685], [-9.27551, -1.71151, -0.85574], [-4.71466, -1.88754, 1.32451], [-6.03723, -2.79597, 1.15084], [4.09746, -2.19453, -5.81100], [5.11350, -2.25129, -4.67431], [5.00656, -3.50491, -3.79770], [3.91311, -3.51944, -2.90378], [2.67033, -3.90285, -3.45675], [5.04084, -1.00666, -3.90899], [3.11432, -1.88947, -5.45244], [4.41006, -1.45920, -6.55160], [3.99797, -3.16219, -6.30733], [6.10993, -2.29247, -5.12713], [5.89471, -3.54985, -3.16221], [4.99666, -4.41298, -4.41752], [2.79832, -4.67667, -4.22078], [2.13568, -3.05543, -3.89279], [2.06553, -4.30650, -2.64501], [5.80478, -0.96023, -3.24229], [4.19537, -1.01868, -3.34514]],
  "mulliken_charge": [-1.11, 0.77, -0.50, -0.90, 0.19, -1.21, 0.10, 1.00, -0.33, -0.30, 0.48, -0.27, -0.29, 1.47, -0.42, -0.38, -0.26, -0.30, -0.34, 0.41, 0.36, -0.01, 0.18, 0.26, 0.40, -0.39, -0.36, 0.51, 0.33, 0.18, -0.20, -1.56, 0.51, -0.51, -0.36, -0.75, -0.76, 0.33, 0.39, 0.32, 0.26, 0.16, 0.38, 0.30, 0.22, 0.37, 0.30, 0.34, -1.56, 0.52, -0.27, -0.42, -0.64, -0.70, 0.29, 0.37, 0.35, 0.32, -0.04, 0.43, 0.30, 0.22, 0.27, 0.25, 0.32, -1.42, 0.36, -0.75, -0.28, -0.75, -0.69, 0.28, 0.36, 0.35, 0.40, 0.32, 0.40, 0.38, 0.25, 0.24, 0.28, 0.28]
}

---

Number 1: E_tot -70259.2481 eV. Number 2: E_tot -46673.3828 eV. Number 3: E_tot -74423.4518 eV.